This record from the Open Molecules 2025 dataset describes 5 unconnected molecules or ions with the total composition C33H48BrClF3N5O9P2 at a distorted geometry. The level of theory is ωB97M-V/def2-TZVPD.

frontier orbital gap = 6.13 eV
structure (SMILES) = CCC[C@H](C)c1c(N=C=O)c(CCC(F)=C(F)F)c(C)c2c1C(=O)C(P(O)Cl)=C(P(O)Br)C2=O.CNC(C)=O.CNC(C)=O.CNC(C)=O.CNC(C)=O
maximum force = 0.0587 hartree/bohr
total energy = -170167.475 eV

```
! wB97M-V def2-TZVPD RIJCOSX def2/J DEFGRID3
* xyz 0 1
O -0.9194 3.2500 -7.6389
H -4.2585 2.5614 -3.3779
H -4.9553 -0.1440 -4.8280
O 2.0188 1.5018 -2.8304
C 1.1744 -1.3609 -2.4316
C -1.4547 -2.7951 -1.8278
N 1.7154 2.9243 -0.1000
C -2.0485 -2.9289 -0.3298
N 2.1292 -3.1745 5.3231
H 4.6471 2.8699 5.9317
F -4.4300 -3.7402 0.0875
P -0.8247 4.3272 -6.3184
H -4.9396 0.6566 -1.2542
H -2.4565 -1.9500 0.0438
C 3.2055 1.3025 6.1807
C -1.4805 -1.3176 -2.3540
C -0.3803 3.1707 -4.8911
O 2.0849 -2.5410 -0.0257
C 3.8210 2.4190 5.3786
H -5.8621 2.1018 -1.7884
C 4.4950 -0.7728 2.0058
F -3.0121 -5.6673 -2.1842
H -0.2749 3.4559 -0.3208
H 4.2103 2.0167 4.4444
C -2.8968 -5.3778 -0.8297
O 3.0989 -4.7777 4.1063
C 1.5665 -2.5514 6.5020
C 2.6629 -4.4155 5.1925
C -4.3123 1.4389 -3.3020
H 1.6826 -5.4949 6.7643
H 1.0351 -2.3862 -2.8931
H -7.7107 2.1025 -3.1538
C 2.6965 -5.3059 6.4069
H 1.8005 4.3400 2.2763
H 2.1339 -1.6416 6.7057
H 2.9214 -0.4273 0.6323
C -1.5625 2.9107 -3.8667
O 1.7085 2.0742 -7.3670
H 1.5327 3.1368 8.2169
H 2.9310 5.0955 1.1105
C -0.3116 0.7763 -3.1157
C -7.7916 1.0058 -3.3695
H 4.7696 -3.5786 1.1310
H -2.1064 -3.4055 -2.5087
H -7.6542 0.8119 -4.4756
C -1.6396 1.4476 -3.3196
H 4.9855 -1.6317 2.4573
C -2.9301 0.7549 -3.0519
H -3.9588 1.3035 -5.4649
H 0.7754 4.7929 0.2014
P 2.2570 2.7978 -5.9305
C 2.7348 4.2153 1.7253
H -7.0790 -0.1821 -1.6701
H 1.7376 2.0669 -0.6363
C 3.7121 -3.5769 1.4033
H 3.5468 4.1081 2.4428
H -1.8135 3.3377 -8.0289
H 3.2955 -4.8462 7.1952
O 3.1862 0.1478 5.7756
H 3.2622 -4.5005 1.0434
H -5.6928 1.5501 -5.0799
O -2.2923 3.8182 -3.5409
C -5.4055 1.1363 -2.1691
O -4.3936 -3.0657 -4.0466
N -3.9707 -1.5110 -2.2817
C -0.1883 -0.6126 -2.6285
C -2.7994 -0.6518 -2.5645
H 2.2691 0.8098 7.8649
H 2.1426 -2.6419 4.4654
C 0.8415 2.5479 -4.7187
H 0.5294 -2.2841 6.2869
H -0.4385 -3.2617 -1.8363
F -2.5113 -6.4221 -0.0286
C 0.9946 1.5796 -3.4704
C 2.5838 2.9011 8.0391
H 5.2250 -0.1858 1.4464
C 0.7107 3.9129 -0.4330
H -6.3290 -0.6786 -3.2264
H -8.7898 0.5593 -3.1062
C -3.1298 -4.0521 -0.3683
H 3.1509 -6.2584 6.1397
C -6.6139 0.2211 -2.6246
H 0.8476 4.2065 -1.4764
H 3.5996 -3.5397 2.4854
C 3.0160 -2.4045 0.7713
H 1.0635 1.3644 -7.1614
C -4.2215 -2.2016 -3.2941
H 3.0679 3.1733 5.1426
C 2.6697 2.9816 0.8629
Br 4.0692 1.5915 -5.3467
N 2.6607 1.6086 7.3884
H 1.4146 -1.5131 -1.3349
H 3.0987 2.8359 8.9996
H 3.0343 3.6880 7.4404
N 3.4360 -1.1615 1.0990
H 2.0348 -0.8897 -2.9709
C -4.7817 0.9604 -4.7644
Cl 0.7030 5.7393 -6.6320
H 4.0585 -0.1475 2.7861
O 3.4460 2.0448 1.0079
H -1.1801 -3.2727 0.3084
H 1.6000 -3.2047 7.3705
*
```